This record from OMol25 describes a molecular structure, C8H6N2O5 in a non-equilibrium geometry. The level of theory is wB97M-V/def2-TZVPD.

The calculation puts the HOMO energy (alpha / beta) at -8.6 / -10.4 eV. For the orbital gap (alpha / beta), the calculation gives 9.14 / 8.37 eV. The spin multiplicity is 3.

Structure (XYZ):
```
21
Properties=species:S:1:pos:R:3:lowdin_charge:R:1
O -3.59111 -1.30523 -0.95957 0.110
O -2.52484 2.24914 1.44341 0.143
O 4.48588 -0.72268 1.18621 0.140
O 1.36167 -1.33305 0.10441 0.012
O 1.80792 1.45000 -1.68837 0.097
N 3.82304 0.82213 -0.51147 0.183
N -3.87108 0.86455 0.05020 0.199
C 0.13152 -1.14890 -0.47428 -0.141
C 3.72031 -0.29754 0.38450 -0.350
C -0.77186 -0.59104 0.70097 -0.061
C 2.46673 0.74994 -0.94571 -0.375
C -2.70116 1.32456 0.73607 -0.408
C -1.98619 0.08930 0.29684 -0.020
C 2.29477 -0.41633 -0.07576 -0.069
C -3.20345 -0.32279 -0.37702 -0.407
H 4.53105 1.48984 -0.81063 0.164
H -0.09643 -2.16590 -0.81487 0.150
H -0.14491 0.12102 1.48068 0.194
H -1.11932 -1.50395 1.32500 0.163
H 0.23997 -0.51940 -1.27828 0.096
H -4.85250 1.16631 0.22764 0.179
```

This record from OMol25 describes a molecular structure, C8H6N2S in a non-equilibrium geometry. The level of theory is wB97M-V/def2-TZVPD.

The energy relative to the best compared isomer or geometry (same formula, charge and spin) is 3.9011 eV. The calculation puts the HOMO energy at -9.3 eV. For the orbital gap, the calculation gives 9.47 eV. The spin multiplicity is 1.

Structure (XYZ):
```
17
Properties=species:S:1:pos:R:3:lowdin_charge:R:1
S -2.20359 0.29480 0.01466 0.967
N -2.98895 -1.26073 0.24088 -0.323
N -2.18390 -2.19486 0.39618 -0.103
C 2.84499 0.28051 -1.03017 -0.052
C 3.09717 1.47348 -0.28531 -0.130
C -0.62567 -0.48983 0.09162 -0.502
C 0.67028 0.23071 0.02340 -0.244
C -0.79496 -1.82198 0.25275 -0.148
C 1.60005 -0.30752 -0.90971 -0.022
C 2.20686 1.99271 0.48251 -0.180
C 0.97802 1.40708 0.67816 -0.060
H 1.50877 -0.95458 -1.53651 0.015
H 4.28348 2.08281 -0.46127 0.195
H 3.56914 -0.25518 -1.70940 0.126
H 2.22991 2.90183 1.12065 0.126
H -0.04618 -2.64811 0.56563 0.146
H 0.06195 1.75452 1.50735 0.188
```

This record from OMol25 describes a gas-phase ion, C8H6N3O3 (charge -1) in a non-equilibrium geometry. The level of theory is wB97M-V/def2-TZVPD.

The calculation puts the HOMO energy at -4.4 eV. For the orbital gap, the calculation gives 7.40 eV. The spin multiplicity is 1. Its charge is -1.

Structure (XYZ):
```
20
Properties=species:S:1:pos:R:3:lowdin_charge:R:1
O 2.32644 4.32302 -0.92607 0.021
O 0.52122 3.31931 -0.11197 -0.075
O 0.37660 4.51908 -2.03285 -0.027
N 2.30161 -3.36159 1.08478 0.047
N -0.45147 0.68279 -0.36657 0.104
N 2.16944 -1.01824 0.85791 0.124
C 0.48624 -0.06337 -0.23735 0.055
C 1.16619 4.17547 -1.17251 -0.777
C 2.77481 -2.13294 1.20381 -0.238
C 0.89836 -1.23195 0.33734 -0.272
C -1.20531 1.66578 -0.62072 -0.076
C 1.12711 -3.51029 0.51549 -0.167
C -0.82245 3.06038 -0.34140 -0.284
C 0.36348 -2.48173 0.10409 -0.020
H -1.29222 3.50624 0.52692 0.110
H -0.51081 -2.42879 -0.40709 0.080
H -1.30284 3.74153 -1.07771 0.119
H 3.71650 -2.11279 1.67604 0.087
H 0.89633 -4.46782 0.38727 0.063
H -2.14415 1.61938 -1.19917 0.127
```

This record from OMol25 describes C8H6O2 in the gas phase in a non-equilibrium geometry. The level of theory is wB97M-V/def2-TZVPD.

The energy relative to the best compared isomer or geometry (same formula, charge and spin) is 0.2374 eV. The calculation puts the HOMO energy at -9.0 eV. For the orbital gap, the calculation gives 9.75 eV. The spin multiplicity is 1. Its SMILES is O=C1Cc2ccccc2O1.

Structure (XYZ):
```
16
Properties=species:S:1:pos:R:3:lowdin_charge:R:1
O 0.43138 0.11189 -1.50675 0.087
O -0.88994 -1.20780 -2.94520 0.128
C 0.48739 0.63426 2.55084 -0.089
C -1.25176 -1.14802 -0.44963 -0.009
C 1.33985 1.42812 1.74077 -0.080
C -0.61322 -0.86237 -1.81534 -0.331
C 1.30089 1.28506 0.35939 -0.008
C -0.55007 -0.25909 0.56461 -0.164
C -0.46181 -0.21048 1.95271 -0.037
C 0.35990 0.44381 -0.20088 -0.279
H -1.23768 -2.21793 -0.19283 0.138
H -2.30109 -0.68625 -0.61056 0.169
H 2.08187 1.75714 -0.31032 0.142
H -1.19034 -0.73534 2.60969 0.122
H 0.62361 0.67832 3.65575 0.110
H 2.02510 2.10357 2.24891 0.102
```

This record from OMol25 describes a molecular structure, C8H7AlCl2CoN3O4 in a non-equilibrium geometry. The level of theory is wB97M-V/def2-TZVPD.

The calculation puts the HOMO energy (alpha / beta) at -22.3 / -22.5 eV. For the orbital gap (alpha / beta), the calculation gives 6.19 / 6.40 eV. The spin multiplicity is 5. Its charge is +4.

Structure (XYZ):
```
26
Properties=species:S:1:pos:R:3:lowdin_charge:R:1
Co -1.42614 0.48087 0.21292 0.470
Cl -2.54612 -0.74982 -1.05709 0.119
Cl -1.71560 -2.75674 -3.08184 0.431
Al -2.79251 -4.48411 -3.49579 0.507
O -2.50284 3.17224 0.50164 0.252
O -0.09600 0.76629 3.10753 0.205
O -6.04418 -4.51875 -3.50411 0.339
O -2.90284 -6.27537 -6.23084 0.332
N 0.87536 1.60827 -1.27268 0.250
N 2.06252 1.35525 2.58166 0.059
N 0.41770 1.06777 0.88610 0.058
C 1.32771 1.48527 -0.00456 -0.272
C -2.72680 -5.63769 -5.26371 0.172
C 2.66902 1.80770 0.34692 0.166
C 2.39509 1.30964 3.99806 0.077
C -4.88542 -4.48767 -3.41352 0.159
C 0.72256 1.05173 2.23910 -0.397
C -2.12336 2.06768 0.57143 -0.043
C 2.98633 1.70046 1.65499 0.088
H 2.17106 0.32912 4.41778 0.142
H 3.99362 1.87979 2.05405 0.187
H 3.46049 1.48980 4.10920 0.123
H 1.49843 1.90385 -2.00252 0.153
H 1.84983 2.05254 4.58637 0.150
H -0.06693 1.30222 -1.52887 0.101
H 3.39901 2.07964 -0.41222 0.173
```

This record from OMol25 describes 2 unconnected molecules or ions with the total composition C8H7BrClN3O2 in a non-equilibrium geometry. The level of theory is wB97M-V/def2-TZVPD.

The energy relative to the best compared isomer or geometry (same formula, charge and spin) is 1.2108 eV. The calculation puts the HOMO energy at -8.5 eV. For the orbital gap, the calculation gives 8.51 eV. The spin multiplicity is 1. Its SMILES is N=C=Cc1ccc(Cl)nc1.[O-]/[N+](O)=C\Br.

Structure (XYZ):
```
22
Properties=species:S:1:pos:R:3:lowdin_charge:R:1
Br 3.14642 0.79429 -1.12843 0.840
Cl -4.68592 1.35772 -0.84802 0.674
O 3.27305 1.18267 1.83281 -0.052
O 1.04788 1.31389 2.20795 0.082
N 2.12363 1.16687 1.35451 -0.416
N -2.45538 0.52479 -1.98895 0.050
N 2.16924 -2.27226 0.71333 0.224
C -1.35545 -0.21641 -1.97353 -0.111
C -3.09954 0.69415 -0.80640 -0.749
C 1.38804 -1.69191 -0.06840 -0.210
C -2.64127 0.11834 0.38511 -0.084
C 0.55946 -1.43427 -1.01370 -0.127
C -0.71056 -0.76670 -0.82597 -0.247
C -1.42981 -0.66546 0.38649 -0.003
C 1.78288 1.08697 0.06569 -0.568
H -0.67789 -0.13940 -2.92268 0.147
H 2.67659 -1.76458 1.30270 0.003
H 0.78732 1.33721 -0.38023 0.101
H -1.26170 -1.19162 1.34398 0.126
H 1.39660 1.71695 2.97810 0.099
H -2.99232 0.24155 1.40966 0.104
H 0.95872 -1.39279 -2.02402 0.117
```

- Number 4 is which compound?
  C8H6O2